The following is a DFT calculation (ωB97M-V with the def2-TZVPD basis set) of a 2-piece molecular cluster, C4H8O2 overall.

- SMILES = C=CO.CC=O
- HOMO (eV) = -9.0346
- ΔE to the lowest compared entry with this formula, charge and spin (kcal per mole) = 46.3
- total energy (a.u.) = -307.63869
- HOMO-LUMO gap (eV) = 9.712

The geometry in XYZ format:
```
14
C4H8O2 | the Open Molecules 2025 dataset | ωB97M-V with the def2-TZVPD basis set
O 0.62 -1.03 -1.52
O -1.55 0.73 0.44
C 1.80 0.86 -0.65
C 0.72 0.17 -1.45
C -1.36 -0.34 1.28
C -1.32 -1.58 0.82
H 2.70 0.93 -1.26
H 0.04 0.83 -2.02
H -1.42 -1.77 -0.25
H -1.36 1.55 0.91
H -1.24 -0.10 2.34
H 1.50 1.88 -0.36
H 2.04 0.27 0.24
H -1.16 -2.41 1.49
```